(1)
This record from OMol25 describes 2 unconnected molecules or ions with the total composition C5H13NO2 in a non-equilibrium geometry. The level of theory is the ωB97M-V functional and the def2-TZVPD basis.

ORCA input file:
```
! RIJCOSX wB97M-V def2-TZVPD def2/J DEFGRID3
* xyz 0 1
C 1.551 0.712 0.967
O 1.574 -0.254 -0.135
C 0.275 0.198 1.774
C -1.024 0.689 1.068
C -1.727 -0.451 0.312
C -1.280 -1.012 -0.805
N -1.993 -1.988 -1.515
H 1.433 1.696 0.542
H 2.491 0.472 1.453
H 2.301 -0.876 -0.055
H 0.399 -0.866 1.930
H 0.568 0.591 2.756
H -0.572 1.380 0.380
H -1.877 1.286 1.489
H -2.715 -0.724 0.730
H -0.459 -0.623 -1.387
H -2.832 -2.414 -1.170
H -1.575 -2.562 -2.217
H 2.003 0.787 -1.822
H 1.350 2.273 -2.129
O 2.109 1.682 -2.165
*
```

Computed properties:
ΔE to the lowest compared entry with this formula, charge and spin ... 68.9 kcal per mole
SMILES string ... N/C=C/CCCO.O
Total energy ... -403.46676 Ha
LUMO ... 0.7 eV
Gap between HOMO and LUMO ... 8.47 eV
HOMO level ... -7.74 eV

***

(2)
This record from OMol25 describes 2 unconnected molecules or ions with the total composition C5H13NO2 in a non-equilibrium geometry. The level of theory is the ωB97M-V functional and the def2-TZVPD basis.

ORCA input file:
```
! RIJCOSX wB97M-V def2-TZVPD def2/J DEFGRID3
* xyz 0 1
C 1.231 -0.165 -0.015
C 0.104 0.790 -0.500
C 1.705 0.210 1.383
C 2.387 -0.136 -1.023
C -3.516 -0.048 0.177
N -2.083 0.094 0.091
O -0.781 0.248 -1.338
O 0.695 -1.488 0.073
H 0.277 -1.669 -0.781
H -1.658 -0.815 0.302
H 0.451 1.790 -0.811
H -0.603 0.978 0.435
H 0.883 0.119 2.094
H 2.507 -0.457 1.700
H 2.070 1.238 1.400
H 2.027 -0.418 -2.014
H 3.163 -0.837 -0.716
H 2.825 0.862 -1.084
H -3.999 0.915 0.014
H -3.800 -0.430 1.167
H -3.885 -0.779 -0.556
*
```

Computed properties:
ΔE to the lowest compared entry with this formula, charge and spin ... 123.5 kcal per mole
Total energy ... -403.37985 Ha
LUMO (alpha / beta) ... -0.7 / -0.8 eV
Gap between HOMO and LUMO (alpha / beta) ... 8.88 / 8.81 eV
HOMO level (alpha / beta) ... -9.58 / -9.56 eV

***

(3)
This record from OMol25 describes 2 unconnected molecules or ions with the total composition C5H13NO2 in a non-equilibrium geometry. The level of theory is the ωB97M-V functional and the def2-TZVPD basis.

ORCA input file:
```
! RIJCOSX wB97M-V def2-TZVPD def2/J DEFGRID3
* xyz 0 1
C -0.700 -1.527 0.960
C -1.323 -2.748 0.331
C -0.436 -0.566 -0.178
N 0.475 0.428 0.112
C 1.728 0.316 0.924
C 1.517 1.141 2.283
O -1.085 -0.459 -1.154
H -1.454 -0.922 1.589
H 0.080 -1.931 1.663
H -1.861 -2.732 -0.598
H -0.520 -3.508 -0.002
H -1.952 -3.269 1.038
H 0.318 1.291 -0.395
H 2.015 -0.689 1.319
H 2.560 0.837 0.308
H 0.702 0.796 2.815
H 1.286 2.194 2.094
H 2.359 0.992 2.972
H -0.097 3.379 -3.713
H -0.512 1.934 -3.012
O -0.285 2.826 -2.944
*
```

Computed properties:
ΔE to the lowest compared entry with this formula, charge and spin ... 42.5 kcal per mole
SMILES string ... CCNC(=O)CC.O
Total energy ... -403.50896 Ha
LUMO ... 0.9 eV
Gap between HOMO and LUMO ... 10.13 eV
HOMO level ... -9.26 eV

***

(4)
This record from OMol25 describes 3 unconnected molecules or ions with the total composition C5H13NO2 in a non-equilibrium geometry. The level of theory is the ωB97M-V functional and the def2-TZVPD basis.

ORCA input file:
```
! RIJCOSX wB97M-V def2-TZVPD def2/J DEFGRID3
* xyz 0 1
C -1.136 0.628 0.726
C -2.557 0.239 0.495
C -0.137 -0.345 1.111
N 1.186 0.114 1.272
C 1.790 0.906 0.199
C 2.125 0.086 -1.041
O -0.378 -1.534 1.364
H -0.939 1.682 0.993
H -0.729 0.861 -1.318
H -2.565 -0.804 0.181
H -3.053 0.904 -0.194
H -3.182 0.297 1.429
H 1.745 -0.675 1.537
H 2.689 1.401 0.552
H 1.046 1.677 -0.011
H 2.264 0.716 -1.941
H 3.055 -0.449 -0.911
H 1.333 -0.663 -1.174
H -0.904 -0.944 -1.376
H -0.764 -2.186 -0.485
O -0.889 -1.912 -1.407
*
```

Computed properties:
ΔE to the lowest compared entry with this formula, charge and spin ... 99.8 kcal per mole
Total energy ... -403.41761 Ha
LUMO ... -1.7 eV
Gap between HOMO and LUMO ... 8.07 eV
HOMO level ... -9.74 eV

***

(5)
This record from OMol25 describes a single C5H13NO2 molecule in a non-equilibrium geometry. The level of theory is the ωB97M-V functional and the def2-TZVPD basis.

ORCA input file:
```
! RIJCOSX wB97M-V def2-TZVPD def2/J DEFGRID3
* xyz 0 1
C 0.488 0.002 2.101
O -0.823 0.323 2.550
C 0.634 0.147 0.557
C 0.548 -1.143 -0.227
C 0.163 -0.883 -1.726
C -1.241 -0.395 -1.944
O -1.582 0.876 -1.374
N 1.891 0.868 0.253
H 0.615 -1.040 2.348
H 1.224 0.589 2.643
H -1.206 1.034 2.029
H -0.267 0.723 0.330
H 1.482 -1.706 -0.254
H -0.260 -1.728 0.224
H 0.887 -0.109 -2.013
H 0.403 -1.763 -2.312
H -1.474 -0.326 -3.001
H -1.988 -1.089 -1.574
H 1.776 1.869 0.181
H -1.462 1.544 -2.009
H 2.253 0.497 -0.614
*
```

Computed properties:
ΔE to the lowest compared entry with this formula, charge and spin ... 43.5 kcal per mole
SMILES string ... N[C@H](CO)CCCO
Total energy ... -403.50722 Ha
LUMO ... 0.7 eV
Gap between HOMO and LUMO ... 9.87 eV
HOMO level ... -9.14 eV

***

(6)
This record from OMol25 describes 2 unconnected molecules or ions with the total composition C5H13NO2S in a non-equilibrium geometry. The level of theory is the ωB97M-V functional and the def2-TZVPD basis.

ORCA input file:
```
! RIJCOSX wB97M-V def2-TZVPD def2/J DEFGRID3
* xyz 0 1
C 0.177 0.685 -1.259
C -0.987 1.425 -1.703
S -2.552 0.724 -0.949
C 0.191 -0.512 -0.283
N -0.559 -0.483 0.824
C -0.175 -1.540 1.784
C 1.250 -1.391 2.335
O 0.925 -1.461 -0.380
H 0.981 1.264 -0.930
H 0.858 0.314 -2.121
H -1.384 1.414 -2.755
H -0.952 2.635 -1.583
H -2.350 -0.628 -1.077
H -1.311 0.092 1.229
H -0.315 -2.607 1.277
H -0.842 -1.518 2.639
H 1.992 -1.134 1.563
H 1.341 -0.702 3.066
H 1.565 -2.149 2.972
H 2.961 0.920 0.875
H 3.786 1.022 -0.463
O 3.534 1.571 0.314
*
```

Computed properties:
ΔE to the lowest compared entry with this formula, charge and spin ... 55.4 kcal per mole
SMILES string ... CCNC(=O)CCS.O
Total energy ... -801.65396 Ha
LUMO ... 0.6 eV
Gap between HOMO and LUMO ... 9.74 eV
HOMO level ... -9.09 eV

***

(7)
This record from OMol25 describes 2 unconnected molecules or ions with the total composition C5H13NO3 in a non-equilibrium geometry. The level of theory is the ωB97M-V functional and the def2-TZVPD basis.

ORCA input file:
```
! RIJCOSX wB97M-V def2-TZVPD def2/J DEFGRID3
* xyz 0 1
O -2.029 1.061 -0.999
O 0.971 -1.375 1.263
C -0.819 1.252 -1.002
N -0.282 2.183 -1.861
C 0.929 -0.965 2.614
C -1.023 2.626 -3.047
C -0.122 -0.805 0.438
C 0.079 0.657 0.044
H 0.703 2.426 -1.732
H 1.142 0.116 2.659
H 1.705 -1.500 3.187
H -0.050 -1.151 3.088
H -1.933 3.139 -2.693
H -1.323 1.738 -3.629
H -0.469 3.311 -3.711
H -0.147 -1.485 -0.434
H -1.039 -0.984 1.031
H 1.116 0.807 -0.315
H -0.138 1.449 0.787
O 1.182 -4.344 1.673
H 0.650 -4.754 0.953
H 0.897 -3.403 1.687
*
```

Computed properties:
ΔE to the lowest compared entry with this formula, charge and spin ... 32.5 kcal per mole
SMILES string ... CNC(=O)CCOC.O
Total energy ... -478.76362 Ha
LUMO ... 0.7 eV
Gap between HOMO and LUMO ... 10.52 eV
HOMO level ... -9.86 eV

***

(8)
This record from OMol25 describes 2 unconnected molecules or ions with the total composition C5H13NO3 in a non-equilibrium geometry. The level of theory is the ωB97M-V functional and the def2-TZVPD basis.

ORCA input file:
```
! RIJCOSX wB97M-V def2-TZVPD def2/J DEFGRID3
* xyz 0 1
C 1.277 -0.667 1.112
C 0.324 -0.271 2.207
N 0.049 -2.574 -0.342
O 0.659 -1.299 -0.360
H -0.929 -2.413 -0.577
H 0.486 -3.128 -1.076
H 1.799 -1.590 1.360
H 2.018 0.077 0.837
H 0.155 0.806 2.230
H -0.615 -0.822 2.125
H 0.749 -0.524 3.181
C 0.389 2.104 -0.488
C -0.618 1.058 -0.821
C -0.446 0.060 -1.746
O -1.930 1.226 -0.369
O -1.515 -0.524 -2.362
H -1.915 1.519 0.549
H -2.311 -0.152 -1.953
H 0.466 -0.026 -2.317
H 0.168 3.045 -1.002
H 1.379 1.748 -0.769
H 0.363 2.346 0.580
*
```

Computed properties:
ΔE to the lowest compared entry with this formula, charge and spin ... 125.9 kcal per mole
SMILES string ... C/C(O)=C/O.CCON
Total energy ... -478.61478 Ha
LUMO ... 0.8 eV
Gap between HOMO and LUMO ... 7.79 eV
HOMO level ... -7.01 eV

***

(9)
This record from OMol25 describes 2 unconnected molecules or ions with the total composition C5H13NO3S in a non-equilibrium geometry. The level of theory is the ωB97M-V functional and the def2-TZVPD basis.

ORCA input file:
```
! RIJCOSX wB97M-V def2-TZVPD def2/J DEFGRID3
* xyz 0 3
C 0.741 -1.120 0.492
C 2.282 -0.761 -1.563
C 2.977 0.270 0.770
C -4.110 0.817 0.882
C 1.768 -0.162 -0.186
N 1.203 1.204 -0.508
O -2.379 0.949 -1.249
O -2.406 -1.062 0.165
O 0.048 1.393 -0.163
S -3.357 -0.126 -0.540
H 0.447 -0.954 1.571
H -0.246 -1.062 -0.077
H 1.115 -2.167 0.308
H 1.464 -1.374 -1.869
H 3.144 -1.332 -1.168
H 2.411 0.127 -2.263
H 3.786 0.132 0.126
H 2.787 1.301 1.016
H 2.837 -0.453 1.560
H -3.315 0.980 1.619
H -4.587 1.771 0.409
H -4.938 0.267 1.401
H -1.671 1.362 -0.732
*
```

Computed properties:
ΔE to the lowest compared entry with this formula, charge and spin ... 14.8 kcal per mole
Total energy ... -876.78398 Ha
LUMO (alpha / beta) ... 0.9 / -1.1 eV
Gap between HOMO and LUMO (alpha / beta) ... 9.05 / 8.26 eV
HOMO level (alpha / beta) ... -8.14 / -9.40 eV

***

(10)
This record from OMol25 describes a gas-phase ion, C5H13NOP (charge +1) in a non-equilibrium geometry. The level of theory is the ωB97M-V functional and the def2-TZVPD basis.

ORCA input file:
```
! RIJCOSX wB97M-V def2-TZVPD def2/J DEFGRID3
* xyz 1 1
C 0.138 1.607 -0.323
C -1.086 0.893 0.331
C 1.484 1.043 0.279
C -1.436 -0.391 -0.342
C 1.954 -0.258 -0.323
N -2.062 -1.398 0.562
O 2.702 -1.027 0.566
P 0.338 -1.436 -0.442
H 0.215 1.417 -1.331
H 0.015 2.683 -0.162
H -1.015 0.748 1.453
H -2.095 1.469 0.267
H 2.194 1.749 -0.023
H 1.466 1.124 1.326
H -2.006 -0.305 -1.252
H -2.693 -2.044 0.105
H -2.666 -0.827 1.128
H -1.389 -1.964 1.234
H 3.372 -1.480 0.123
H 2.233 -0.124 -1.343
H 0.336 -1.478 -1.836
*
```

Computed properties:
ΔE to the lowest compared entry with this formula, charge and spin ... 39.0 kcal per mole
SMILES string ... [NH3+][C@H]1CCC[C@@H](O)P1
Total energy ... -669.32893 Ha
LUMO ... -3.4 eV
Gap between HOMO and LUMO ... 9.44 eV
HOMO level ... -12.87 eV

***

(11)
This record from OMol25 describes a single C5H13NOSi molecule in a non-equilibrium geometry. The level of theory is the ωB97M-V functional and the def2-TZVPD basis.

ORCA input file:
```
! RIJCOSX wB97M-V def2-TZVPD def2/J DEFGRID3
* xyz 0 1
C -0.455 -0.426 -0.782
C 0.304 1.347 1.003
C -1.580 -0.180 1.677
C 0.150 0.041 -3.080
C -0.222 -0.085 0.939
N 0.402 0.224 -1.649
O -1.364 -1.208 -1.021
Si 1.175 -1.251 1.399
H 0.265 1.865 2.052
H 1.242 1.332 0.598
H -0.246 2.124 0.276
H -1.407 -0.182 2.682
H -2.252 0.744 1.314
H -2.036 -1.212 1.588
H -0.910 -0.268 -3.415
H 0.430 1.098 -3.406
H 0.866 -0.613 -3.419
H 0.945 1.032 -1.532
H 1.174 -2.704 0.836
H 1.161 -1.052 3.024
H 2.357 -0.623 0.917
*
```

Computed properties:
ΔE to the lowest compared entry with this formula, charge and spin ... 89.5 kcal per mole
SMILES string ... CNC(=O)C(C)(C)[SiH3]
Total energy ... -617.70599 Ha
LUMO ... 0.6 eV
Gap between HOMO and LUMO ... 9.73 eV
HOMO level ... -9.08 eV

***

(12)
This record from OMol25 describes 2 unconnected molecules or ions with the total composition C5H13NP in a non-equilibrium geometry. The level of theory is the ωB97M-V functional and the def2-TZVPD basis.

ORCA input file:
```
! RIJCOSX wB97M-V def2-TZVPD def2/J DEFGRID3
* xyz 1 1
C -2.699 0.096 -0.220
C -4.242 0.035 -0.161
C 3.509 -0.695 1.353
C 1.442 0.742 -1.357
C 2.842 -0.580 0.230
N 1.643 0.237 -0.006
P -1.707 -0.253 1.083
H -2.049 0.556 -1.079
H -4.555 -0.169 0.799
H -4.615 -0.625 -1.002
H -4.606 1.055 -0.536
H -2.505 -0.757 2.042
H 3.138 -0.222 2.280
H 4.396 -1.300 1.454
H 2.322 1.265 -1.611
H 1.313 -0.035 -2.201
H 0.545 1.530 -1.418
H 3.307 -1.202 -0.642
H 1.592 0.786 0.869
H 0.931 -0.464 0.120
*
```

Computed properties:
ΔE to the lowest compared entry with this formula, charge and spin ... 68.3 kcal per mole
Total energy ... -594.04043 Ha
LUMO ... -3.0 eV
Gap between HOMO and LUMO ... 9.66 eV
HOMO level ... -12.68 eV